Molecular formula: C4H21NO9S
Method: DFT, ωB97M-V/def2-TZVPD

```
36
Properties=species:S:1:pos:R:3:forces:R:3
C 0.588 0.453 2.246 0.144 -0.499 0.913
N 0.254 -0.742 1.502 0.564 0.905 -0.766
C -0.518 -0.437 0.308 0.028 -1.228 -0.054
C -1.241 -1.698 -0.158 -0.361 -0.553 0.257
S -2.281 -2.558 1.096 -0.026 0.539 0.049
C 0.425 0.046 -0.795 0.796 0.263 0.446
O 1.239 -0.729 -1.359 -0.939 -0.990 1.502
O 0.416 1.289 -1.051 -2.115 0.175 1.067
H 1.007 1.220 1.608 0.519 -0.071 -0.227
H -0.233 0.968 2.769 -0.430 -0.312 -0.079
H 1.294 0.142 3.022 0.211 0.456 -0.119
H -0.171 -1.467 2.054 -0.689 -0.115 0.122
H -1.214 0.385 0.491 -0.199 0.134 0.011
H -0.484 -2.394 -0.502 0.263 -0.079 -0.023
H -1.860 -1.495 -1.025 -0.109 0.358 -0.242
H 3.233 -0.936 0.607 -0.143 -0.808 0.099
H 3.399 0.523 0.212 0.547 -0.316 -0.010
O 3.855 -0.220 0.676 0.249 1.321 0.092
H -4.169 -0.046 0.676 -0.292 -0.717 -0.176
H -2.957 0.557 1.246 -0.749 0.154 -0.349
O -3.806 0.825 0.820 1.087 0.397 0.613
H -1.311 2.677 1.522 0.933 0.216 0.110
H -2.662 2.921 1.868 0.068 0.602 0.670
O -1.779 3.238 2.155 -1.040 -0.834 -0.875
H 2.777 1.297 -1.910 0.011 0.108 -0.142
H 1.880 1.779 -0.837 0.423 0.115 -0.254
O 2.841 1.729 -1.048 0.779 0.589 0.480
H 0.637 1.108 -2.763 0.437 0.058 -0.058
H 1.564 -0.045 -2.610 0.010 -0.663 0.382
O 1.399 0.707 -3.184 0.698 1.297 -3.688
H 2.246 -1.852 -0.543 -0.287 -0.696 -0.081
H 1.785 -2.278 0.788 -0.494 -0.055 0.377
O 2.413 -2.561 0.119 0.444 0.049 -0.197
H -0.847 2.039 -2.401 -0.513 0.378 0.035
H -2.200 1.903 -1.839 -0.520 -0.222 0.514
O -1.770 2.305 -2.587 0.695 0.044 -0.398
```
Forces are in eV/Å.

As for the calculated total energy: -1295.1761 Ha. As for the energy above the lowest of the compared OMol25 structures with the same formula, charge and spin: 0.00 kJ/mol. Its total charge is -2.

Atomic partial charges in e from the Löwdin method, atoms 1 to 4: number 1, C, carries -0.12; number 2, N, carries -0.08; number 3, C, carries -0.37; number 4, C, carries -0.67